{
  "formula": "C4H6",
  "method": "ωB97M-V/def2-TZVPD",
  "elements": ["C", "C", "C", "C", "H", "H", "H", "H", "H", "H"],
  "positions_angstrom": [[-1.148490, -0.058355, 0.851446], [-1.379311, 0.569116, -0.246288], [-0.136659, -0.398555, -0.152407], [1.315087, -0.033283, -0.164232], [-1.550384, -0.262048, 1.771376], [-1.913084, 1.336428, -0.614241], [-0.205251, -1.439523, -0.749395], [1.424330, 0.963324, 0.299011], [1.679226, 0.191654, -1.165501], [1.914536, -0.868762, 0.170227]],
  "forces_ev_per_a": [[0.206, -0.085, -1.118], [3.181, -2.482, 1.383], [-1.010, -2.198, -2.632], [-0.316, 1.704, -0.368], [-0.530, -0.432, 2.183], [-1.649, 2.208, -1.721], [-0.416, 2.112, 1.316], [0.499, -0.707, 0.670], [-0.267, -0.323, -0.428], [0.302, 0.203, 0.715]],
  "smiles": "CC1C=C1",
  "homo_ev": -9.40,
  "lumo_energy_ha": 0.0483,
  "total_charge": 0,
  "orbital_gap_ev": 10.71,
  "relative_energy_kj_mol": 203.9
}

{
  "formula": "C7H16IN3O",
  "method": "ωB97M-V/def2-TZVPD",
  "elements": ["C", "C", "C", "C", "C", "C", "C", "N", "N", "N", "O", "I", "H", "H", "H", "H", "H", "H", "H", "H", "H", "H", "H", "H", "H", "H", "H", "H"],
  "positions_angstrom": [[-2.937405, 1.898198, -0.310682], [3.082880, -0.380831, 0.549028], [-3.177904, 0.642688, -0.296004], [-5.033373, -0.893752, 0.177063], [4.106830, 0.616313, 0.162637], [1.248545, -1.771525, 0.125521], [-0.839661, -0.305762, 0.589106], [2.136909, -0.680947, -0.198477], [3.471412, 1.543629, -0.832438], [-0.181531, -1.278590, -0.205505], [-3.754519, -0.482908, -0.478631], [0.206236, 1.522999, 0.489386], [-3.495173, 2.684917, -0.792212], [-2.240161, 2.312967, 0.455974], [3.266060, -0.928240, 1.500370], [-5.566580, -1.222215, -0.647031], [-5.383456, 0.050343, 0.606552], [-4.702045, -1.700306, 0.796132], [4.599625, 1.206498, 0.872139], [4.823702, 0.077920, -0.512334], [1.457115, -2.541304, -0.584634], [1.110653, -2.128209, 1.162939], [-0.951074, -0.631690, 1.598582], [4.132111, 2.070177, -1.475947], [2.804053, 2.259419, -0.247036], [2.796898, 0.900837, -1.219333], [-0.164739, -0.802538, -1.086571], [-0.815410, -2.038101, -0.198603]],
  "forces_ev_per_a": [[0.309, 0.905, 1.569], [0.905, -1.460, 2.440], [-0.823, -3.010, -0.097], [1.732, 1.932, 0.574], [0.614, -0.262, -3.194], [-1.339, 0.991, 0.193], [-1.485, 2.309, 0.904], [-0.604, -0.435, -0.591], [-1.246, 3.005, 2.242], [1.685, 0.140, -0.358], [1.956, 2.117, -0.581], [-0.190, 0.851, 0.567], [-0.390, -0.249, -0.522], [-0.283, -0.561, -0.846], [0.005, 0.424, -0.451], [-1.459, -0.641, -1.278], [-0.480, -0.803, 0.418], [-0.398, -0.202, 0.798], [0.645, 0.290, 1.457], [-0.014, 0.181, 1.183], [0.124, -0.864, -0.215], [0.871, 0.229, -0.303], [0.193, -0.133, 0.779], [-1.163, -0.990, 0.803], [2.020, -1.766, -1.924], [-0.697, -0.041, -1.588], [0.156, -0.493, -1.390], [-0.644, -1.464, -0.589]],
  "homo_ev": -14.31,
  "lumo_energy_ha": -0.2387,
  "total_charge": 2,
  "orbital_gap_ev": 7.82,
  "relative_energy_kj_mol": 0.0
}